{"formula": "C15H40I2N2O4P", "method": "ωB97M-V/def2-TZVPD", "e_lumo_ev": 2.557, "e_homo_ev": -3.570, "charge": -1, "gap_ev": 6.1, "fmax_ev_per_a": 0.32, "energy_ev": -52858.8904, "symbols": ["C", "C", "I", "C", "P", "I", "H", "H", "H", "H", "H", "H", "H", "H", "H", "H", "C", "O", "C", "C", "N", "C", "C", "O", "C", "H", "H", "H", "H", "H", "H", "H", "H", "H", "H", "H", "H", "H", "H", "H", "C", "O", "C", "C", "N", "C", "C", "O", "C", "H", "H", "H", "H", "H", "H", "H", "H", "H", "H", "H", "H", "H", "H", "H"], "coordinates": [[-4.170, 3.305, 0.037], [-4.177, 2.730, -1.383], [-6.097, 1.814, -1.825], [-2.987, 1.873, -1.754], [-2.446, 2.019, -3.661], [-3.106, -0.140, -1.008], [-5.107, 3.176, 0.579], [-3.963, 4.380, 0.013], [-3.386, 2.833, 0.627], [-4.172, 3.529, -2.132], [-2.125, 2.264, -1.198], [-3.845, 2.358, -4.010], [-2.687, 0.606, -3.935], [-1.066, 1.710, -3.230], [-2.242, 3.456, -3.236], [-2.016, 2.292, -5.025], [2.779, -3.541, 0.574], [3.482, -3.222, -0.607], [3.483, -4.233, -1.601], [2.599, -3.872, -2.783], [1.195, -3.903, -2.422], [0.268, -3.474, -3.462], [0.379, -2.032, -3.963], [-0.005, -1.067, -3.010], [0.977, -0.619, -2.106], [2.979, -2.748, 1.289], [1.696, -3.587, 0.426], [3.110, -4.503, 0.984], [3.154, -5.186, -1.169], [4.515, -4.346, -1.944], [2.770, -4.613, -3.573], [2.941, -2.904, -3.176], [1.043, -3.344, -1.593], [-0.745, -3.604, -3.076], [0.374, -4.152, -4.318], [-0.314, -1.919, -4.800], [1.387, -1.810, -4.341], [1.967, -0.574, -2.578], [1.061, -1.241, -1.210], [0.684, 0.385, -1.799], [-2.062, 1.428, 4.671], [-1.331, 2.447, 4.028], [-0.212, 2.945, 4.744], [1.089, 2.539, 4.079], [1.335, 1.115, 4.223], [2.458, 0.605, 3.449], [2.360, 0.676, 1.926], [1.435, -0.234, 1.364], [0.074, 0.158, 1.425], [-2.958, 1.256, 4.078], [-1.505, 0.486, 4.741], [-2.352, 1.723, 5.687], [-0.232, 2.589, 5.781], [-0.283, 4.036, 4.750], [1.910, 3.084, 4.560], [1.045, 2.880, 3.036], [0.498, 0.599, 3.986], [2.611, -0.443, 3.723], [3.358, 1.150, 3.760], [3.335, 0.405, 1.512], [2.131, 1.695, 1.588], [-0.035, 1.244, 1.346], [-0.409, -0.171, 2.351], [-0.447, -0.305, 0.589]], "forces_ev_per_angstrom": [[0.0, 0.1, 0.2], [0.0, 0.1, -0.2], [-0.1, 0.1, 0.0], [0.0, 0.1, 0.1], [-0.1, 0.2, 0.2], [0.1, -0.2, 0.1], [0.0, -0.1, -0.1], [0.0, -0.1, -0.1], [0.0, -0.1, 0.0], [0.0, 0.0, 0.1], [-0.1, 0.0, -0.2], [0.0, 0.0, 0.0], [0.0, 0.0, 0.0], [0.0, 0.0, 0.0], [0.0, 0.0, -0.1], [0.0, 0.0, 0.0], [0.0, 0.0, 0.0], [0.0, 0.1, 0.0], [-0.1, -0.1, -0.1], [0.1, -0.1, 0.0], [0.0, 0.0, 0.1], [0.0, 0.1, 0.0], [0.0, 0.0, 0.1], [-0.1, -0.2, -0.1], [0.1, 0.1, -0.1], [0.0, 0.0, 0.0], [0.0, 0.0, -0.1], [0.0, 0.0, 0.0], [0.0, 0.0, 0.0], [0.0, 0.0, 0.0], [0.0, 0.0, 0.0], [0.0, 0.0, 0.0], [0.0, 0.1, 0.0], [0.0, 0.0, 0.0], [0.0, 0.0, 0.0], [0.0, 0.0, 0.0], [0.0, 0.0, 0.0], [0.0, 0.0, 0.0], [0.0, -0.1, 0.0], [0.0, 0.0, 0.0], [0.0, 0.0, 0.0], [0.0, 0.0, 0.0], [0.0, -0.1, 0.0], [0.0, 0.1, 0.1], [-0.1, 0.0, 0.1], [0.0, 0.0, -0.1], [0.0, -0.1, 0.0], [0.1, 0.0, 0.1], [0.0, 0.0, -0.1], [0.0, 0.0, 0.0], [0.0, 0.0, 0.0], [0.0, 0.0, 0.0], [0.0, 0.0, 0.0], [0.0, 0.0, 0.0], [0.0, 0.0, 0.0], [0.0, 0.0, 0.0], [0.0, 0.0, -0.1], [0.0, 0.0, 0.0], [0.0, 0.0, 0.0], [0.0, 0.0, 0.0], [0.0, 0.0, 0.0], [0.0, 0.0, 0.0], [0.0, 0.0, 0.0], [0.0, 0.0, 0.0]], "mulliken_charge": [-0.79, -0.32, -0.01, -1.25, 0.16, -0.07, 0.31, 0.27, 0.14, 0.54, 0.48, -0.07, -0.15, -0.25, -0.03, 0.08, -0.51, -0.35, -0.80, -0.22, -0.28, -0.80, -0.55, -0.25, -0.56, 0.06, 0.27, 0.36, 0.40, 0.39, 0.38, 0.20, 0.03, 0.38, 0.42, 0.38, 0.34, 0.31, 0.12, 0.28, -0.78, -0.24, -0.82, -0.21, -0.30, -0.78, -0.50, -0.35, -0.31, 0.27, 0.31, 0.32, 0.41, 0.37, 0.36, 0.20, 0.10, 0.37, 0.40, 0.41, 0.35, 0.33, 0.12, -0.04]}